Entry from OMol25: a cluster of 8 separate species, C23H41BO34S7 in total at a distorted geometry (the ωB97M-V functional and the def2-TZVPD basis).

```
106
Properties=species:S:1:pos:R:3:forces:R:3:mulliken_charge:R:1
C 4.05869 -5.95123 -6.52173 -0.07 0.21 0.65 -0.3200
O 4.93036 -4.29802 -2.97496 0.71 0.33 -0.19 -0.5163
S -2.91794 0.99153 -1.51372 -0.08 0.25 0.45 1.0630
S -3.03771 3.98871 4.13747 -0.05 0.13 1.04 0.9393
C 7.78780 -4.52577 -0.93952 0.52 0.51 0.20 -0.4036
C 1.63572 -4.76470 1.29609 -1.52 -1.40 0.31 0.2736
H -5.09522 9.35113 8.07682 0.01 -0.01 -0.09 0.2976
C 2.33304 -0.41158 2.83050 -2.41 0.59 0.93 -0.0509
H 0.12168 -1.06864 -0.04008 0.33 -0.06 1.54 0.3006
H 1.75382 -4.29498 2.34051 0.02 -0.36 -1.67 0.2708
C 0.88066 -1.63281 -4.84433 0.39 0.52 0.22 -0.1665
H 3.44940 -6.15357 -5.63646 0.06 0.07 -0.02 0.2873
O -4.41567 7.10286 10.25810 -0.01 -0.72 -0.91 -0.5486
H -3.11573 5.84768 -2.62346 -0.07 -0.05 -0.07 0.1962
C -1.79251 -2.63054 0.40483 -0.87 1.33 -0.19 -0.1328
O -3.46636 7.95288 -0.23165 -0.88 0.21 -0.54 -0.5108
O -2.74912 0.66158 0.06586 -0.52 0.23 -1.07 -0.3186
O 2.77912 -2.71640 -1.41350 1.45 -0.88 2.84 -0.6264
S -0.40886 -1.96275 -6.95534 -0.09 0.09 0.16 1.0807
H 0.06690 0.36272 -4.49552 -0.09 -0.03 -0.26 0.3011
C -5.27478 6.01705 -2.47930 -0.22 -0.05 -0.63 -0.3187
H 8.73993 -4.08341 -1.24684 -0.04 -0.03 0.07 0.2990
H 1.00833 -2.07670 -3.85604 -0.08 -0.15 -0.18 0.2014
O 3.77173 -6.95326 -7.49866 0.75 -0.51 -0.10 -0.3071
O 0.50902 -2.63130 -5.79615 -0.72 0.25 -0.43 -0.2827
C 4.11227 -1.72820 2.01893 -1.28 -0.56 -1.19 0.2902
H -5.36071 4.93618 -2.36152 0.02 0.15 0.22 0.3029
H 6.01525 -3.92592 0.15865 0.11 0.04 0.03 0.1056
H -2.51983 4.60720 6.98650 0.00 -0.09 0.03 -0.0748
S 4.78662 -8.20480 -7.30860 0.03 0.14 -0.03 1.0777
H 3.64213 -3.03949 -1.78939 -1.25 0.01 -0.02 0.1867
S 6.27700 -3.83866 -2.79145 0.92 0.05 0.41 1.1925
H -2.54733 1.73055 5.91856 0.00 0.04 0.07 0.2838
O 5.78043 -7.51019 -6.22967 -0.76 -0.45 -0.21 -0.3054
C 1.65802 -1.21487 1.61290 3.47 -0.84 0.27 0.2570
O 5.50773 -8.38499 -8.53331 -0.68 -0.11 0.82 -0.5416
H -3.23742 8.72899 6.62568 0.06 -0.15 0.23 0.3106
O -5.79896 7.43175 8.22894 0.62 -0.79 0.05 -0.3212
O -0.62483 -0.51791 -6.24875 0.52 -0.62 -0.57 -0.3374
H -4.07646 7.25474 6.07797 0.00 0.08 0.00 0.1355
C -2.27743 1.83300 0.73969 0.52 0.20 0.15 -0.2845
B 2.74598 -3.10773 -0.01166 0.17 -1.39 -0.82 0.8046
C 5.54012 -6.10285 -6.21472 0.10 0.57 -0.37 0.1126
C 1.37076 -6.33750 1.55483 -0.41 0.74 0.62 -1.3116
C -3.92464 7.93546 6.92064 -0.32 0.00 -0.70 -0.1202
O -3.90057 3.07119 5.15787 0.33 0.86 -0.62 -0.3264
O 5.15815 -2.38754 2.06729 -3.70 3.09 0.11 -0.5310
H 5.81029 -5.67629 -5.24861 -0.03 -0.30 -0.05 -0.1557
O 0.39415 -1.77834 -8.12581 -0.77 -0.16 0.66 -0.5423
O -5.36899 9.14326 -1.36836 0.83 -0.65 0.23 -0.5355
H 0.98935 -6.88386 0.63093 0.89 0.73 1.15 0.2972
C 6.84233 -3.46915 -0.39097 -0.02 -0.57 0.70 -0.1431
O -1.66810 -2.64566 -6.97697 0.99 0.33 -0.23 -0.5423
O 1.76766 0.13759 3.79379 2.79 -1.86 -3.81 -0.5391
O -3.73302 5.22355 3.94000 0.43 -1.01 -0.27 -0.5774
O 6.30357 -2.81051 -1.54044 0.08 -0.40 -0.91 -0.3088
O -1.74335 0.52993 -2.19555 -0.90 0.20 0.15 -0.4260
O -4.76146 5.21468 8.63089 0.11 0.81 0.40 -0.5194
C -0.24479 -0.61018 -4.87472 -0.20 -0.35 0.62 -0.2249
H -0.23650 -0.08677 1.51170 0.76 -1.53 -0.84 -0.2769
H -1.18483 1.84238 0.67575 -0.04 0.10 0.00 0.2018
C -3.93250 6.42548 -3.06632 0.20 -0.60 0.18 -0.2197
O -2.59925 3.16112 3.04794 -0.32 1.26 0.91 -0.4394
O 2.74865 -4.50693 0.39926 -0.57 2.53 -0.46 -0.5362
H -0.34312 -3.11300 2.14775 -0.53 1.20 -0.91 0.3260
H -1.74020 -3.65702 -1.33257 0.63 0.53 0.97 0.2738
O 3.76707 -0.47644 2.63131 0.11 -1.39 1.39 -0.2828
C -0.84293 -2.22501 1.64087 -0.99 0.00 -0.47 -0.4920
H -3.90338 6.32057 -4.15073 0.00 0.27 0.10 0.3228
H -1.15868 3.45828 6.92875 0.02 0.07 -0.29 0.3243
O -3.76310 7.79145 -2.68712 -0.70 0.24 0.51 -0.3250
O 7.13722 -5.03113 -2.10824 -0.96 0.50 -0.30 -0.3124
H 0.68647 -4.38505 0.75585 1.40 -0.46 1.16 -0.1099
C -3.05695 2.64698 6.23067 0.59 -0.44 0.23 -0.3416
O -2.83707 2.60809 -1.40185 0.30 -0.93 -0.25 -0.2762
S -4.47305 8.03423 -1.24805 0.04 -0.04 -0.08 1.0958
H 2.25478 -6.84826 2.06996 -1.13 0.67 -1.04 0.3370
H -6.10213 6.38246 -3.09395 0.06 -0.05 -0.01 0.3019
O -4.24285 0.62715 -1.91308 1.09 -0.02 0.09 -0.6262
S -4.58942 6.60607 8.92652 -0.13 0.45 0.02 1.1204
O -1.76972 4.25646 5.10942 -0.59 -0.46 -0.91 -0.3172
O -5.34510 6.66472 -1.20869 0.74 0.50 0.09 -0.2998
H -3.64389 2.44738 7.12697 -0.16 0.18 -0.23 0.3547
C -5.24888 8.48138 7.43136 0.35 0.61 0.06 -0.3752
H -2.32502 3.92287 0.12573 -0.01 -0.13 -0.23 0.3668
C 2.75423 -2.00539 1.18560 -1.76 0.65 0.03 0.3591
H -1.55139 -1.76578 2.42997 1.15 -0.68 -1.25 0.3678
H 1.82652 -1.18896 -5.16783 -0.04 0.01 0.05 0.2366
C -2.88054 2.99710 -0.02613 -0.36 0.15 0.72 -0.3721
H 7.97518 -5.32735 -0.22545 -0.20 -0.07 -0.24 0.3245
H -2.57821 1.82361 1.78560 -0.05 -0.45 -0.66 0.4421
O 4.08513 -9.26893 -6.65741 0.67 0.57 -0.57 -0.5284
C -2.06900 3.78483 6.42517 -0.34 0.11 0.78 0.0624
H -5.92890 8.74674 6.62213 -0.07 -0.25 0.15 0.3256
H 0.50367 -6.37190 2.32150 1.31 0.09 -1.18 0.3367
H 6.15379 -5.64719 -6.99738 -0.05 0.05 0.07 0.3214
C 0.15996 -1.09071 1.09971 0.50 0.38 1.11 0.4224
H 7.35259 -2.75286 0.25316 -0.15 0.09 -0.23 0.3692
H -2.13354 -1.61625 -0.05955 0.39 -1.70 1.00 -0.1186
H -1.11119 -0.96028 -4.30709 0.11 0.08 0.05 0.2575
O -3.38209 7.18366 8.00883 -0.55 -0.12 0.66 -0.3093
H 3.81671 -4.96097 -6.90900 -0.02 -0.22 -0.17 0.3330
O -1.10081 -3.34392 -0.64924 -0.44 -0.18 0.40 -0.4780
H -2.74337 -3.18515 0.72215 1.46 0.61 -0.17 0.4310
O 7.05630 -3.27366 -3.85186 -0.99 -0.41 0.52 -0.5905
H -3.92693 3.15196 0.25138 0.08 0.02 0.05 0.3167
```
Positions in Å, forces in eV/Å.

The spin multiplicity is 1. As for the structure (SMILES): CCOB(O)C1=C(CCCO)C(=O)OC1=O.O=S1(=O)OCCO1.O=S1(=O)OCCO1.O=S1(=O)OCCO1.O=S1(=O)OCCO1.O=S1(=O)OCCO1.O=S1(=O)OCCO1.O=S1(=O)OCCO1.

***

Entry from OMol25: a cluster of 11 separate species, C23H41Cl8N3O18 in total at a distorted geometry (the ωB97M-V functional and the def2-TZVPD basis).

```
93
Properties=species:S:1:pos:R:3:forces:R:3:mulliken_charge:R:1
Cl 13.58260 6.60436 13.95589 -0.96 -0.44 -0.12 -0.1493
C 17.80522 10.84640 14.83801 -1.05 0.26 2.60 -0.4932
H 13.53986 13.34938 17.49734 -0.57 -0.62 -0.20 0.0193
C 8.55586 15.94833 10.41392 -0.78 1.61 -1.14 -1.5414
O 13.27946 9.75398 12.12654 0.43 0.59 0.36 -0.4129
O 10.45979 15.28159 11.52249 1.70 -0.22 -0.13 -0.4073
H 15.29286 7.63199 14.91897 0.90 0.46 -0.25 -0.9501
C 13.84496 10.52618 7.47883 1.42 0.01 -1.29 0.3134
H 7.51212 16.23579 10.48684 -0.35 -0.12 0.16 0.3985
H 14.13687 10.85474 6.44458 -0.15 0.30 1.35 0.3173
Cl 12.86404 9.12454 7.11847 -0.38 -0.88 0.18 -0.1806
H 14.61742 10.14423 17.00773 0.11 -0.04 0.32 0.1877
H 14.12090 8.54484 16.46875 0.04 0.37 -0.22 -0.1042
H 11.39173 7.86897 9.56997 -1.00 0.39 0.57 0.2320
C 11.88166 11.01463 16.02851 -1.23 -1.76 -0.47 0.2414
H 10.63911 13.20734 17.20097 1.50 -0.59 -0.10 0.1238
H 13.81224 12.20735 12.39272 -0.08 1.24 -0.15 0.0243
O 14.72338 9.80110 13.70393 0.21 0.68 0.09 -0.2048
H 10.61054 10.32918 10.09158 -0.12 -0.29 0.36 -0.0969
C 13.48930 8.44428 18.94338 -0.86 1.43 -0.47 -0.1278
H 15.67171 5.91980 14.67085 0.39 -0.76 0.43 0.4533
H 14.11452 14.95939 17.31345 0.40 0.13 -0.36 0.4698
O 7.08575 11.35361 10.41197 -0.92 0.48 1.23 -0.5251
C 8.53870 14.07794 12.05112 1.08 -0.10 0.19 -0.5031
C 17.59233 11.26066 9.76349 -0.86 -0.46 -0.22 0.2587
H 9.00564 8.83748 8.10269 -0.48 -0.91 -0.76 0.3225
H 9.72803 7.35837 10.14081 0.25 0.28 -0.11 0.3937
C 14.29843 6.38927 19.16615 -1.41 -0.17 1.74 0.5951
C 9.75813 13.76712 17.13127 -2.31 -0.10 -0.04 -0.6964
C 9.37262 9.75595 8.48414 0.14 -0.26 0.17 -0.5075
H 7.99478 13.64752 11.23687 -0.60 -0.31 -0.31 0.2593
C 9.07901 15.45288 11.70311 -0.61 -0.17 -0.32 0.5814
C 9.85314 8.40910 14.82203 -0.88 0.67 0.39 -1.6829
C 14.89755 9.09128 17.02163 0.03 -1.15 -1.16 -0.6417
O 19.71167 11.36439 13.73590 0.59 -0.63 0.46 -0.5558
H 8.97480 13.20096 17.61588 -0.07 -0.06 0.52 0.3682
Cl 17.05936 12.57083 8.74278 0.21 0.28 -0.21 -0.1443
Cl 12.72322 14.44824 15.53481 -0.39 0.03 -0.29 -0.0008
H 11.69249 8.79619 13.98098 0.81 0.22 0.45 -0.4721
C 15.29554 6.80609 14.23243 -0.61 0.26 -0.46 0.7678
H 12.75089 8.36059 18.13180 0.10 0.36 0.08 0.1553
O 11.37933 11.67938 14.97454 0.22 -1.07 0.45 0.1394
O 8.67112 12.79392 15.31484 -0.57 -0.53 -0.64 -0.5759
O 11.68211 9.67731 15.90230 0.15 -0.50 -0.13 -0.2089
H 9.62684 10.96132 14.12531 0.88 -0.38 -0.26 0.1400
H 9.54705 8.17423 13.78921 -0.17 0.00 0.42 0.3026
C 14.67651 11.63087 12.13737 0.28 -1.96 1.34 0.1587
C 13.85913 14.05960 16.76252 1.60 0.13 0.37 -0.2903
H 9.03889 8.96669 15.33939 0.31 -0.64 -0.31 0.4211
O 15.16650 7.01471 18.43023 1.15 0.59 -2.48 -0.3859
Cl 16.11978 7.03524 12.68466 0.27 0.35 0.27 -0.1590
Cl 12.95433 11.72094 8.36702 -0.28 0.63 0.26 -0.0843
N 18.51013 11.47573 13.78832 1.82 2.08 -1.99 0.9745
H 18.55658 10.88361 9.56048 1.11 0.14 -0.60 0.3827
O 13.41020 7.29204 19.69826 0.04 -1.28 0.69 -0.3821
H 8.62289 15.24642 9.57393 0.23 -0.14 0.44 0.3381
O 17.92569 12.17427 12.96734 -1.01 -0.39 0.32 -0.6017
N 14.20293 10.30113 12.72341 -0.39 -1.08 -0.88 0.7687
O 8.29110 10.65335 8.66917 -0.14 0.43 0.93 -0.3593
O 9.58939 14.76383 15.06766 -0.82 -1.37 -0.14 -0.5612
H 11.16224 10.83742 13.14085 -0.09 0.11 -0.84 -0.2310
Cl 16.53505 9.85592 9.56784 -0.18 -0.57 0.21 -0.1822
H 18.51160 10.26460 15.43681 -0.34 -0.16 -0.44 0.3889
H 8.01810 14.04235 12.99040 -0.35 -0.06 0.23 0.1870
C 7.91905 10.64864 9.99642 2.31 -2.14 -1.65 0.6109
C 9.91953 9.50416 9.85518 -0.32 0.12 0.52 0.9576
C 10.49824 8.14140 10.20352 0.52 0.13 -0.84 -0.9793
H 9.81173 14.77457 17.54121 0.17 -0.11 -0.51 0.2291
O 12.35350 11.40272 17.05157 0.48 1.39 0.13 -0.6671
O 8.69095 9.65668 10.63840 -0.71 1.83 -0.07 -0.3334
H 15.64214 11.83505 12.62417 -0.63 0.41 -0.23 -0.0799
C 10.81365 14.05494 11.85194 2.17 -1.79 0.68 0.4987
C 10.70729 10.67965 14.09142 -0.71 1.50 0.77 -0.2598
O 14.26775 5.23532 19.44061 0.24 -0.37 -0.21 -0.5479
O 11.95071 13.59185 11.88572 -1.92 1.14 -0.30 -0.6031
H 10.09807 10.19186 7.83724 0.43 0.31 -0.59 0.2784
H 14.75081 11.40134 11.09142 -0.01 0.34 -0.48 -0.0153
H 15.82482 8.92204 16.46444 0.08 0.29 0.36 0.3478
H 13.27600 9.32726 19.54936 -0.07 -0.13 -0.05 0.3073
O 9.75091 13.32272 12.19883 -0.07 -0.55 0.09 0.0246
H 9.00556 16.11232 12.53933 -0.53 0.76 0.39 0.3403
H 17.53271 11.54423 10.77714 -0.08 0.52 1.02 -0.2744
H 16.99093 10.32610 14.37648 -0.48 -0.61 0.06 0.1469
H 9.05713 16.87814 10.10754 0.08 -0.31 0.12 0.3733
C 11.03779 9.31996 14.67804 0.15 0.09 -0.68 1.7257
Cl 15.40098 13.33103 16.04073 -0.88 0.52 0.46 -0.1608
H 10.83808 8.22566 11.22441 0.21 -0.26 0.37 0.0062
N 9.27660 13.74416 15.70085 1.97 2.82 0.87 1.1351
H 17.36724 11.62765 15.52889 0.46 -0.67 -1.00 0.1043
H 14.74157 10.26569 8.07581 -0.83 0.00 -0.61 -0.3864
H 10.07484 7.47663 15.34680 0.08 0.19 -0.06 0.3952
C 14.87436 8.45852 18.36678 1.08 -0.45 1.94 0.3025
H 15.64585 8.77910 19.09940 -0.59 0.74 -0.55 0.2594
```
Positions in Å, forces in eV/Å.

The spin multiplicity is 1. As for the structure (SMILES): C[C@H]1COC(=O)O1.C[C@H]1COC(=O)O1.C[C@H]1COC(=O)O1.C[C@H]1COC(=O)O1.C[N+](=O)[O-].C[N+](=O)[O-].C[N+](=O)[O-].ClCCl.ClCCl.ClCCl.ClCCl.

***

Entry from OMol25: a structure of composition C23H41ClInP2 at a distorted geometry (the ωB97M-V functional and the def2-TZVPD basis).

```
68
Properties=species:S:1:pos:R:3:forces:R:3:mulliken_charge:R:1
H 2.51566 -0.28687 -0.90866 0.12 -1.82 1.00 -1.3949
C -3.23613 -0.29876 3.28854 0.21 2.40 -1.60 0.4364
H 2.91735 -3.82681 -1.13296 -0.26 -0.88 0.58 0.3789
H 0.00492 -2.21707 -3.44278 -0.89 0.07 0.48 0.4660
Cl -0.18262 -0.51842 1.59953 -0.72 0.63 -0.89 -0.4637
H -4.14308 -1.88896 -0.70578 -0.05 -0.14 -0.12 0.3400
H -2.77731 2.66665 1.67521 0.09 0.24 -0.06 0.3048
H 4.27419 -1.05574 -3.50068 -0.29 0.11 -0.27 0.4150
H -1.81982 -0.75331 4.85289 -0.45 0.25 -0.16 0.2448
H -3.72454 -3.65431 2.54755 0.16 0.11 0.31 0.3724
H -5.45886 -2.39176 0.35101 0.12 -0.03 -0.07 0.2458
C -3.79095 0.16114 1.10366 -0.07 0.00 1.18 0.4389
H -0.82649 -1.02220 -2.36787 0.51 -0.98 0.18 0.1124
C 4.40482 0.41304 -1.98841 0.11 0.20 0.48 -1.4313
H -3.57462 1.80921 -0.20348 -0.14 0.14 0.00 0.3262
H -4.21083 -2.94922 4.10242 0.24 -0.06 -0.16 0.3162
In 0.48837 0.37993 -0.77316 0.87 -1.15 2.89 0.7940
H 0.33118 0.35842 -3.19525 1.54 -0.46 -1.12 0.8838
H -2.48142 -3.05770 3.70440 -0.28 0.03 -0.15 0.2517
H -3.92726 0.28754 -1.00064 -0.15 -0.04 -0.11 0.3269
C -3.56846 -1.51952 2.63547 -0.58 -1.36 -2.53 0.6973
H 1.95900 -1.72140 -3.54505 0.41 1.31 -1.84 0.9502
C -2.75782 -0.18769 4.67285 0.05 0.53 0.92 -1.3509
C 1.89398 -3.88454 -0.70896 -0.83 -0.69 -1.53 -0.9781
C -4.37422 -2.22811 0.30645 -0.28 -0.48 -0.69 -1.6195
H 3.85818 2.05627 2.03245 0.10 0.21 -0.33 0.4650
H -2.59123 0.87807 4.93552 0.02 -0.70 -0.04 0.3950
H -4.01166 2.68425 2.92781 0.08 0.16 0.01 0.2878
C -3.48131 -2.87329 3.27934 -0.31 0.20 -0.10 -1.3687
H -5.22132 1.15222 -0.16133 0.23 -0.07 0.06 0.2948
C 3.02535 2.27092 -0.92158 -0.44 1.43 0.53 0.5028
H 0.67653 4.00910 0.05930 -1.32 0.54 -0.35 0.5419
H 1.49845 2.14657 -4.10367 -0.39 -0.06 -0.14 0.3862
H -3.88506 -3.19251 0.45613 -0.08 -0.03 -0.09 0.4127
H 2.57215 -1.18160 0.60152 -1.28 -0.87 -0.05 0.3318
C 3.82399 1.05592 -0.76156 1.68 0.63 -1.32 -0.7962
H 3.46264 3.22458 -0.56312 0.97 -0.39 -0.51 0.6341
H 4.59823 1.17675 -2.73456 -0.07 0.11 -0.20 0.3864
H -1.12986 -2.79088 -2.10843 0.39 0.47 -0.25 0.4486
H 1.26351 -4.69314 -1.13092 0.93 -0.15 0.44 0.3961
C -4.15346 0.88729 -0.11725 0.18 0.34 -0.62 -1.3792
C -0.37119 -2.04109 -2.40616 0.39 -1.50 0.19 -1.0740
C 2.16453 -0.90133 -2.85970 1.51 -2.31 -1.15 -1.2575
C 0.33891 2.99372 -0.15997 1.16 1.73 1.92 -1.4480
C 1.41662 0.36717 -2.90831 -2.95 0.34 0.53 0.0470
H 3.38774 3.17941 -2.67342 -0.26 0.44 -0.62 0.5740
C 2.49274 2.65719 -2.34381 0.53 0.65 1.10 -1.1925
H 3.87914 -1.64063 -1.93792 0.44 -0.17 0.35 0.3152
H -0.43210 2.62803 0.51228 -0.42 0.54 0.07 0.2478
C -3.91199 -1.24704 1.28821 0.63 -0.55 2.79 0.3957
H 1.67719 3.40009 -2.25223 0.66 -0.30 0.04 0.3620
H 0.01378 2.88959 -1.23777 0.98 -0.18 1.27 0.5355
H 2.44243 0.93340 2.32033 0.31 0.20 0.72 0.3488
C -3.36191 0.74399 2.32720 0.01 -1.57 1.29 0.5726
C 2.13290 1.62612 -3.39562 0.22 -0.08 0.00 -1.2587
H 1.87495 -3.86328 0.41403 -0.16 0.55 -1.28 0.3042
C 2.05022 -1.16440 -0.36645 0.23 0.08 -1.12 0.1537
H 2.25696 2.74748 2.53071 0.68 -0.67 0.96 0.3804
P 1.91612 2.05323 0.49783 -2.98 -1.99 -5.19 0.3831
H -3.51860 -0.57646 5.37788 0.37 0.08 -0.21 0.3228
C -3.10920 2.16965 2.58458 -0.07 0.47 0.07 -1.6405
H -2.33905 2.29297 3.34549 0.04 0.14 -0.01 0.4070
C 3.71732 -0.80093 -2.59589 -0.80 -1.08 -0.70 -0.7417
H 4.47798 1.02352 0.09752 -0.23 -0.23 0.30 0.5956
P 1.35140 -2.35351 -1.56192 1.17 5.61 3.58 0.6877
C 2.78723 1.92193 2.01291 -1.59 1.13 1.22 -1.0473
H 5.38453 0.09156 -1.67146 0.44 -0.44 -0.17 0.5631
H 3.04116 1.44556 -3.99429 -0.46 -0.62 0.30 0.4614
```
Positions in Å, forces in eV/Å.

The spin multiplicity is 1. The value obtained for the energy above the lowest of the compared OMol25 structures with the same formula, charge and spin is 236.8 kcal/mol. As for the total charge: +1.

***

no.,electronic energy (eV)
1,-170646.4248
2,-166013.0138
3,-60772.0974